# 1
Below is C25H44CeOP2 as an isolated structure, with properties calculated with wB97M-V/def2-TZVPD.

```
73
Properties=species:S:1:pos:R:3
Ce 0.299 0.443 0.079
C -1.601 -0.828 1.677
C -1.207 -1.912 0.832
C 0.645 -1.285 2.071
C -0.459 -0.442 2.456
C 0.177 -2.183 1.053
C -2.971 -0.260 1.784
H -3.501 -0.343 0.827
H -2.941 0.797 2.070
H -3.591 -0.779 2.535
C -0.423 0.671 3.438
H -1.384 1.199 3.472
H 0.344 1.429 3.171
H -0.201 0.317 4.460
C 2.009 -1.289 2.663
H 2.010 -1.753 3.666
H 2.438 -0.283 2.767
H 2.704 -1.861 2.038
C 0.974 -3.253 0.398
H 0.940 -4.201 0.958
H 2.030 -2.971 0.313
H 0.594 -3.469 -0.606
C -2.098 -2.652 -0.102
H -2.456 -3.601 0.331
H -1.569 -2.906 -1.032
H -2.990 -2.063 -0.348
C -0.663 2.186 -1.454
C -1.712 1.294 -1.274
C -2.235 0.334 -2.309
C -1.139 -0.391 -3.143
C 0.077 -0.812 -2.351
C 1.228 -0.051 -2.237
C 1.421 1.337 -2.812
C 0.223 2.328 -2.668
H -2.918 0.867 -2.998
H -0.876 0.216 -4.030
H -2.866 -0.435 -1.824
H -0.338 2.349 -3.609
H -0.596 3.025 -0.729
H -2.378 1.465 -0.418
H 0.665 3.336 -2.609
H 2.314 1.803 -2.355
H 2.158 -0.557 -1.916
H 1.662 1.231 -3.881
H -1.586 -1.305 -3.576
H 0.127 -1.882 -2.091
P -0.216 1.352 -6.498
C -0.305 3.197 -6.530
C -1.588 1.035 -7.696
P 2.042 -0.414 -7.260
C 1.213 1.204 -7.679
C 1.527 -1.382 -8.752
C 3.715 0.047 -7.891
H 0.562 3.615 -6.002
H -1.224 3.512 -6.019
H -0.310 3.550 -7.570
H -1.486 1.683 -8.577
H -2.531 1.262 -7.180
H -1.597 -0.019 -8.000
H 3.643 0.419 -8.921
H 4.353 -0.845 -7.854
H 4.144 0.820 -7.241
H 1.920 2.034 -7.504
H 0.874 1.210 -8.730
H 2.124 -2.304 -8.761
H 1.719 -0.811 -9.669
H 0.465 -1.653 -8.689
C 2.769 2.511 2.359
C 1.812 1.884 1.358
O 1.818 2.248 0.143
H 3.825 2.506 2.030
H 2.685 1.879 3.263
H 2.467 3.541 2.629
```

## Properties
- LUMO (spin up / spin down): -3.65 / -3.54 eV
- Gap between HOMO and LUMO (spin up / spin down): 6.9 / 7.1 eV
- Multiplicity: 2
- Net charge: +1
- M: 562.7 g mol⁻¹
- HOMO energy (spin up / spin down): -0.389 / -0.389 Eh

Mulliken atomic charge list, values in e, 8 entries: number 1, Ce, carries 0.30; number 2, C, carries 0.45; number 3, C, carries 0.57; number 4, C, carries 0.53; number 5, C, carries 0.44; number 6, C, carries 0.48; number 7, C, carries -1.74; number 8, H, carries 0.39

---

# 2
Below is C25H44Cl3FeN4O3SeSi as an isolated structure, with properties calculated with wB97M-V/def2-TZVPD.

```
82
Properties=species:S:1:pos:R:3
C -4.322 3.410 -0.100
C -3.871 2.147 0.601
H -5.182 3.898 0.383
H -4.608 3.176 -1.130
H -3.510 4.147 -0.097
C -4.667 1.635 1.582
C -6.002 2.207 1.991
H -4.420 0.744 2.166
H -6.727 2.200 1.162
H -5.950 3.227 2.411
H -6.419 1.593 2.801
Fe 3.288 1.825 -1.844
Cl 3.882 3.033 -3.518
Cl 2.317 -0.111 -1.893
H 5.530 -2.980 -1.454
H 7.159 -0.026 -3.483
C 5.447 -2.464 -2.418
C 6.098 -0.285 -3.423
N 5.877 -1.082 -2.238
H 4.405 -2.531 -2.783
C 5.874 -0.497 -1.020
O 5.358 -1.020 -0.027
H 5.568 0.672 -3.356
H 6.365 0.505 -0.965
H 6.103 -2.954 -3.152
H 5.771 -0.833 -4.313
H -3.728 -1.434 -1.905
H -4.795 -1.107 0.701
C -3.032 -2.190 -1.527
C -4.507 -2.142 0.456
N -3.139 -2.172 -0.082
H -1.994 -1.961 -1.792
C -2.075 -2.703 0.601
O -1.029 -3.030 0.032
H -4.555 -2.739 1.378
H -2.250 -2.859 1.685
H -3.301 -3.175 -1.940
H -5.209 -2.510 -0.309
O -1.719 1.271 -0.703
C -2.319 1.898 0.487
C -2.232 -0.115 2.112
C -1.810 1.153 1.706
H -3.057 -0.605 1.587
C -1.685 -0.705 3.254
H -1.888 2.912 0.479
C -0.896 1.849 2.488
H -1.971 -1.717 3.549
C -0.764 -0.002 4.015
C -0.392 1.282 3.647
H -0.608 2.849 2.177
H -0.313 -0.457 4.891
H 0.305 1.855 4.254
Si -1.202 1.602 -2.242
Cl 3.230 3.072 -0.227
C -1.358 0.067 -3.283
C 0.360 2.061 -3.312
C -2.058 3.177 -2.731
H -2.208 -0.484 -2.896
H -0.439 -0.524 -3.205
H -1.539 0.194 -4.357
H -3.095 2.938 -2.989
H -1.606 3.692 -3.595
H -2.093 3.893 -1.895
H 1.083 2.769 -2.891
H -0.032 2.504 -4.250
H 0.953 1.211 -3.645
C 1.255 -3.729 1.859
N 2.336 -2.787 2.040
C 3.627 -3.124 2.393
C 4.314 -1.963 2.570
N 3.420 -0.931 2.363
C 3.767 0.471 2.312
C 2.197 -1.419 1.991
Se 0.860 -0.390 1.288
H 0.605 -3.717 2.748
H 1.701 -4.725 1.733
H 0.651 -3.453 0.982
H 3.941 -4.146 2.458
H 5.354 -1.781 2.766
H 4.560 0.644 3.050
H 4.129 0.702 1.303
H 2.887 1.091 2.539
```

## Properties
- LUMO (spin up / spin down): 0.50 / -2.52 eV
- Gap between HOMO and LUMO (spin up / spin down): 6.7 / 3.6 eV
- Multiplicity: 6
- Net charge: 0
- M: 717.9 g mol⁻¹
- HOMO energy (spin up / spin down): -0.226 / -0.225 Eh

Mulliken atomic charge list, values in e, 8 entries: number 1, C, carries -1.57; number 2, C, carries 0.85; number 3, H, carries 0.49; number 4, H, carries 0.16; number 5, H, carries 0.30; number 6, C, carries 0.12; number 7, C, carries -1.79; number 8, H, carries 0.22

---

Energy relative to the best compared isomer or geometry (same formula, charge and spin) (computed, eV): 0.000; 0.000
Calculated total energy (computed, a.u.): -2211.75873; -6758.95530